1.
Here is an isolated molecule of C10H7Cl2N3 in a non-equilibrium geometry from the OMol25 dataset. Energies are from the ωB97M-V functional and the def2-TZVPD basis.

Calculated values
HOMO level	-0.3082	hartree
SMILES string	Clc1cc2nncc(N3CC3)c2cc1Cl

```
! RIJCOSX wB97M-V def2-TZVPD def2/J DEFGRID3
* xyz 0 1
Cl 4.201 -2.517 1.124
Cl 4.142 -0.101 -0.841
N -2.074 -1.419 1.649
N -0.850 -1.904 1.864
C -2.186 -0.350 0.713
C 2.685 -1.717 0.870
C 2.680 -0.621 -0.012
C 1.484 -2.161 1.442
C 1.470 0.127 -0.207
C -1.086 0.215 0.115
C 0.285 -1.486 1.246
C 0.210 -0.364 0.394
N -1.251 1.464 -0.514
C -2.293 2.145 -1.231
C -0.819 1.945 -1.783
H -3.123 0.117 0.444
H 1.325 -2.988 2.143
H 1.550 0.941 -0.985
H -3.223 1.578 -1.169
H -2.524 3.167 -1.083
H -0.166 2.853 -1.843
H -0.437 1.076 -2.335
*
```


2.
Here is a structure of composition C39H42BrF4N3O3P2Ti in a non-equilibrium geometry from the OMol25 dataset. Energies are from the ωB97M-V functional and the def2-TZVPD basis.

Calculated values
HOMO level (alpha / beta)	-0.5933 / -0.5931	hartree

```
! RIJCOSX wB97M-V def2-TZVPD def2/J DEFGRID3
* xyz 3 2
Ti -0.311 -0.247 0.235
O -1.262 1.925 1.975
C -0.284 2.054 1.212
O -0.347 1.726 -0.067
C 1.134 2.226 1.731
P 1.715 0.479 1.829
C 1.233 -0.142 3.437
C 1.590 -1.476 3.671
C 1.321 -2.062 4.898
C 0.727 -1.320 5.912
C 0.378 -0.004 5.689
C 0.627 0.588 4.453
C 3.492 0.570 1.913
C 4.027 1.548 2.727
C 5.395 1.582 2.945
C 6.218 0.618 2.368
C 5.671 -0.378 1.568
C 4.304 -0.412 1.343
H 1.212 2.787 2.661
H 1.729 2.678 0.930
H 2.114 -2.035 2.904
H 1.623 -3.085 5.070
H 0.549 -1.777 6.882
H -0.089 0.580 6.462
H 0.379 1.627 4.299
H 3.399 2.279 3.223
H 5.819 2.345 3.581
H 7.280 0.637 2.560
H 6.282 -1.165 1.149
H 3.874 -1.200 0.738
F 3.272 -5.154 -3.865
C 2.670 -4.062 -3.491
C 2.551 -2.991 -4.351
F 3.065 -3.078 -5.559
C 1.897 -1.837 -3.943
F 1.791 -0.852 -4.806
C 1.362 -1.713 -2.678
P 0.672 -0.160 -2.156
C -0.695 0.197 -3.276
C -1.207 1.494 -3.306
C -2.177 1.829 -4.235
C -2.670 0.888 -5.129
C -2.193 -0.415 -5.077
C -1.197 -0.757 -4.163
C 1.945 1.068 -2.475
C 3.005 1.139 -1.563
C 4.087 1.965 -1.809
C 4.128 2.708 -2.975
C 3.079 2.636 -3.881
C 1.990 1.801 -3.649
C 1.488 -2.805 -1.825
Br 0.743 -2.783 -0.079
C 2.133 -3.970 -2.198
F 2.238 -4.999 -1.377
H -0.774 2.245 -2.653
H -2.508 2.850 -4.292
H -3.407 1.157 -5.863
H -2.531 -1.139 -5.800
H -0.789 -1.754 -4.183
H 2.993 0.505 -0.683
H 4.905 1.996 -1.103
H 4.986 3.327 -3.187
H 3.123 3.190 -4.805
H 1.222 1.719 -4.401
N -5.536 0.699 1.532
C -4.839 -0.641 1.508
C -4.640 -1.068 0.036
C -3.274 -1.689 -0.216
N -2.294 -0.615 -0.593
C -2.853 -2.521 1.000
C -2.571 -1.623 2.203
N -1.161 -1.104 2.135
C -3.564 -0.465 2.343
H -6.438 0.672 1.042
H -5.709 1.000 2.494
H -4.895 1.392 1.053
H -5.496 -1.364 1.998
H -4.782 -0.224 -0.637
H -5.407 -1.786 -0.221
H -3.334 -2.389 -1.052
H -2.714 0.315 -0.414
H -2.186 -0.675 -1.606
H -1.965 -3.125 0.790
H -3.684 -3.189 1.225
H -2.657 -2.246 3.109
H -0.544 -1.829 2.512
H -1.115 -0.332 2.807
H -3.068 0.455 2.013
H -3.836 -0.342 3.400
C -3.544 3.136 -0.602
O -3.475 1.996 0.297
H -4.188 2.852 -1.430
H -2.545 3.386 -0.972
H -3.982 3.997 -0.089
H -2.702 2.133 0.877
*
```


3.
Here is an isolated molecule of C2H5IP2 in a non-equilibrium geometry from the OMol25 dataset. Energies are from the ωB97M-V functional and the def2-TZVPD basis.

Calculated values
HOMO level (alpha / beta)	-0.2615 / -0.3422	hartree

```
! RIJCOSX wB97M-V def2-TZVPD def2/J DEFGRID3
* xyz 0 3
C -0.697 1.036 -0.575
C 0.192 -0.225 -0.534
P 1.273 -0.792 1.995
P -0.308 -1.305 0.885
I -0.207 -1.275 -2.486
H -1.756 0.879 -0.742
H -0.491 1.435 0.332
H -0.295 1.710 -1.456
H 1.178 0.008 -0.644
H 1.111 -1.469 3.225
*
```


4.
Here is a structure of composition C3H2O2Sm in a non-equilibrium geometry from the OMol25 dataset. Energies are from the ωB97M-V functional and the def2-TZVPD basis.

Calculated values
HOMO level (alpha / beta)	-0.4352 / -0.4702	hartree

```
! RIJCOSX wB97M-V def2-TZVPD def2/J DEFGRID3
* xyz 1 8
O 0.413 1.072 -0.966
C 0.521 0.748 0.291
C -1.292 -0.686 0.118
O 1.160 1.246 1.200
C 0.064 -0.671 0.271
Sm 2.864 0.135 -1.485
H -1.820 -1.499 -0.389
H -1.910 -0.345 0.960
*
```


5.
Here is an isolated molecule of C8H19NSi2 in a non-equilibrium geometry from the OMol25 dataset. Energies are from the ωB97M-V functional and the def2-TZVPD basis.

Calculated values
HOMO level (alpha / beta)	-0.1296 / -0.3384	hartree

```
! RIJCOSX wB97M-V def2-TZVPD def2/J DEFGRID3
* xyz 0 3
C 2.351 -3.262 1.340
C 2.707 0.487 2.507
C 1.244 -2.501 1.385
C 1.491 0.585 1.882
C -1.819 -1.126 0.612
C -2.074 0.444 -2.591
C -2.099 2.602 -0.481
C 0.680 1.401 -1.740
N -0.819 -0.261 0.012
Si 1.029 -0.822 0.736
Si -1.190 1.030 -1.126
H 2.465 -4.337 1.633
H 3.274 -3.013 0.877
H 2.999 1.277 3.114
H 3.213 -0.428 2.315
H 0.257 -2.891 1.705
H 0.923 1.413 1.940
H -1.636 -1.185 1.708
H -2.736 -0.444 0.420
H -1.942 -1.983 0.000
H -2.857 -0.309 -2.570
H -2.557 1.284 -3.164
H -1.277 0.118 -3.287
H -1.273 3.366 -0.508
H -2.863 2.916 -1.189
H -2.467 2.324 0.526
H 1.251 0.481 -1.942
H 0.696 1.830 -2.666
H 1.251 1.912 -0.968
H 1.779 -0.906 -0.482
*
```


6.
Here is a structure of composition C20H33BF2N2O4PSn from the OMol25 dataset. Energies are from the ωB97M-V functional and the def2-TZVPD basis.

Calculated values
HOMO level	-0.3786	hartree

```
! RIJCOSX wB97M-V def2-TZVPD def2/J DEFGRID3
* xyz 1 1
Sn 0.112 0.435 -0.138
C 0.291 3.575 1.714
C 1.386 2.962 2.573
O 1.475 1.581 2.297
C 2.575 0.953 2.920
C 2.791 -0.390 2.244
O 2.723 -0.337 0.833
C 3.857 0.150 0.132
C 3.945 1.661 0.007
O 2.751 2.142 -0.563
C 2.571 3.536 -0.467
C 1.088 3.831 -0.571
O 0.281 3.124 0.365
H 0.376 4.667 1.750
H -0.679 3.298 2.120
H 1.129 3.138 3.626
H 2.358 3.433 2.392
H 2.385 0.792 3.989
H 3.464 1.587 2.842
H 1.991 -1.073 2.538
H 3.742 -0.820 2.578
H 3.781 -0.279 -0.868
H 4.778 -0.224 0.594
H 4.811 1.897 -0.626
H 4.115 2.137 0.978
H 3.089 4.062 -1.279
H 2.981 3.914 0.475
H 0.729 3.513 -1.551
H 0.919 4.908 -0.474
C -0.549 -2.801 2.280
C -0.167 -2.942 0.849
N 0.077 -1.983 -0.026
C 0.408 -2.602 -1.216
C 0.358 -3.945 -1.058
N -0.004 -4.142 0.255
H -0.087 -1.916 2.714
H -0.216 -3.667 2.849
H -1.629 -2.706 2.393
H 0.657 -2.034 -2.096
H 0.543 -4.758 -1.736
H -0.118 -5.032 0.711
F -2.444 -0.322 1.708
B -1.293 0.372 1.757
F -1.158 1.059 2.890
C -4.122 0.909 -0.811
P -2.465 0.462 -1.432
C -2.369 1.391 -2.995
C -2.669 -1.273 -1.939
C -2.281 -1.732 -3.195
C -2.397 -3.078 -3.519
C -2.904 -3.976 -2.593
C -3.288 -3.527 -1.335
C -3.163 -2.188 -1.006
H -4.886 0.665 -1.550
H -4.146 1.980 -0.606
H -4.331 0.382 0.118
H -3.181 1.124 -3.672
H -1.412 1.216 -3.486
H -2.437 2.455 -2.763
H -1.889 -1.046 -3.935
H -2.101 -3.421 -4.502
H -3.008 -5.022 -2.851
H -3.692 -4.223 -0.610
H -3.453 -1.850 -0.018
*
```